Molecular formula: C4H13NO2
Method: DFT, ωB97M-V with the def2-TZVPD basis set

Atoms and positions in Å:
1 C 1.1639 -0.1077 -1.0326
2 N -1.4876 1.3630 -1.1294
3 C -1.0569 0.6695 -0.0025
4 C 0.2368 0.2244 0.0843
5 C -2.0524 0.1789 1.0559
6 H 2.0864 0.4116 -1.0365
7 H 1.4092 -1.1446 -1.1825
8 H 0.7598 0.2329 -2.0149
9 H -1.1705 1.1982 -2.0798
10 H -2.4705 1.6086 -0.9978
11 H 0.5529 -0.1818 1.0247
12 H -1.4281 0.1308 1.9702
13 H -2.6455 -0.7064 0.8615
14 H -2.6028 1.0710 1.2960
15 H -3.9817 -2.8323 -1.9037
16 H -4.1205 -2.6167 -0.3315
17 O -3.8758 -2.2069 -1.1680
18 H 7.0089 1.0892 2.5360
19 H 6.3681 -0.2990 2.4732
20 O 6.4786 0.5161 1.9756

For the energy relative to the best compared isomer or geometry (same formula, charge and spin), the calculation gives 38.9 kcal per mole. The net charge is 0. The HOMO energy is -7.28 eV. For the LUMO energy, the calculation gives 0.8 eV.

***

Molecular formula: C4H13NO2
Method: DFT, ωB97M-V with the def2-TZVPD basis set

Atoms and positions in Å:
1 C -1.0714 -0.9551 1.4321
2 N -0.6971 -0.5850 0.0630
3 C 0.6649 -1.0792 -0.2696
4 C 0.6120 -0.2024 -2.5965
5 C 0.8664 -1.2113 -1.7578
6 H -0.5316 -0.3733 2.1731
7 H -2.1444 -0.7816 1.5251
8 H -0.9261 -2.0179 1.6637
9 H -1.2907 -1.1059 -0.5760
10 H 0.8647 -2.0193 0.2553
11 H 1.3709 -0.3221 0.0820
12 H 1.1540 -0.0764 -3.5258
13 H 0.0185 0.6416 -2.2568
14 H 1.4534 -2.0025 -2.2041
15 H 1.5201 1.8570 2.2556
16 H 0.1725 2.0270 1.5558
17 O 0.5965 2.0587 2.4392
18 H -1.2052 2.7534 -0.1436
19 H -0.9529 1.2753 0.0359
20 O -0.4743 2.1190 -0.1504

For the energy relative to the best compared isomer or geometry (same formula, charge and spin), the calculation gives 31.3 kcal per mole. The net charge is 0. The HOMO energy is -9.68 eV. For the LUMO energy, the calculation gives 0.8 eV.

***

Molecular formula: C4H13NO2
Method: DFT, ωB97M-V with the def2-TZVPD basis set

Atoms and positions in Å:
1 N -0.6170 0.7241 1.9039
2 C -1.7121 -0.2587 1.2937
3 C -1.0456 0.4807 -2.3338
4 C -1.4482 0.5784 -0.9319
5 C -1.1756 -0.3635 -0.1010
6 H -0.5613 1.6702 1.5550
7 H -0.7233 0.7597 2.9884
8 H -2.6891 0.2613 1.3860
9 H -1.7106 -1.1862 1.9529
10 H -1.7916 0.4016 -3.1413
11 H -0.4661 1.4901 -2.4791
12 H -0.4811 -0.5039 -2.3765
13 H -2.0942 1.5245 -0.6691
14 H -0.4423 -1.1469 -0.2875
15 H 2.8084 -0.1789 -0.9259
16 H 2.3997 -1.6337 -0.9135
17 O 2.7581 -1.0249 -1.4742
18 H 1.3317 0.4706 1.2272
19 H 1.8013 -0.8765 1.7057
20 O 2.1453 -0.0678 1.3602

For the energy relative to the best compared isomer or geometry (same formula, charge and spin), the calculation gives 51.8 kcal per mole. The net charge is 0. The HOMO energy is -9.50 eV. For the LUMO energy, the calculation gives 0.8 eV.

***

Molecular formula: C4H13NO2
Method: DFT, ωB97M-V with the def2-TZVPD basis set

Atoms and positions in Å:
1 C 0.3620 0.2333 -2.7348
2 C 0.7645 -0.2520 -1.3369
3 C 1.6509 0.7736 -0.5946
4 C 1.7317 0.5398 0.9135
5 O 2.1778 -0.7876 1.1636
6 N -0.2939 -0.7813 -0.4619
7 H 1.2752 0.2889 -3.3225
8 H -0.3580 1.0501 -2.6400
9 H -0.2418 -0.5335 -3.2395
10 H 1.5280 -1.0259 -1.5039
11 H 2.6602 0.7060 -0.9950
12 H 1.3969 1.8000 -0.8962
13 H 2.6224 1.0758 1.2687
14 H 0.9424 1.0207 1.4983
15 H 1.4385 -1.4170 1.1502
16 H -0.9798 -1.2445 -1.0421
17 H -0.7722 0.0596 -0.1379
18 H -5.5057 -0.6176 2.7304
19 H -4.6652 0.4374 3.2968
20 O -5.2034 0.2543 2.5333

For the energy relative to the best compared isomer or geometry (same formula, charge and spin), the calculation gives 25.2 kcal per mole. The net charge is 0. The HOMO energy is -9.71 eV. For the LUMO energy, the calculation gives 0.8 eV.

***

Molecular formula: C4H13NO2
Method: DFT, ωB97M-V with the def2-TZVPD basis set

Atoms and positions in Å:
1 C 1.1117 1.2945 -0.6477
2 N -0.0997 0.5105 -0.7954
3 C -0.6889 0.9372 1.6657
4 C -0.7591 -0.0797 0.3666
5 C -0.0560 -1.3210 0.9259
6 O -0.7591 -2.2134 1.8928
7 H 1.6408 1.4199 -1.6105
8 H 1.8653 0.7782 -0.1230
9 H 1.1819 2.2610 -0.0919
10 H -0.7254 1.1387 -1.3262
11 H -1.3588 0.5724 2.5539
12 H -1.0227 1.9482 1.3412
13 H 0.3843 0.7964 1.7876
14 H -1.7889 -0.2352 0.0124
15 H 0.0931 -1.9436 0.0183
16 H 0.8347 -1.0289 1.4139
17 H -0.0865 -2.2649 2.6071
18 H 0.1956 -0.7814 -2.4819
19 H -0.2786 -0.6709 -4.0537
20 O 0.3162 -1.1180 -3.4549

For the energy relative to the best compared isomer or geometry (same formula, charge and spin), the calculation gives 48.1 kcal per mole. The net charge is 0. The HOMO energy is -9.29 eV. For the LUMO energy, the calculation gives 0.8 eV.

***

Molecular formula: C4H13NO2
Method: DFT, ωB97M-V with the def2-TZVPD basis set

Atoms and positions in Å:
1 C -1.8484 0.6027 -0.6365
2 N -0.7767 0.5330 0.3219
3 C 0.1065 -0.6108 0.0933
4 C 0.8698 -1.2303 1.2634
5 C 1.0096 -0.3846 2.5225
6 O -0.2322 0.2770 2.8697
7 H -2.3346 1.5747 -0.5432
8 H -2.6183 -0.1303 -0.3871
9 H -1.6299 0.5088 -1.7110
10 H -0.2292 1.3750 0.2626
11 H 0.8456 -0.3436 -0.6689
12 H -0.4403 -1.3908 -0.4361
13 H 1.8424 -1.6153 0.9695
14 H 0.3081 -2.1159 1.5723
15 H 1.1810 -0.9479 3.4432
16 H 1.8188 0.3521 2.4148
17 H -0.7287 0.4617 2.0552
18 H 1.7362 0.9445 -4.4149
19 H 0.2658 1.3297 -4.2176
20 O 0.8545 0.8102 -4.7730

For the energy relative to the best compared isomer or geometry (same formula, charge and spin), the calculation gives 29.1 kcal per mole. The net charge is 0. The HOMO energy is -9.31 eV. For the LUMO energy, the calculation gives 0.4 eV.

***

Molecular formula: C4H13NO2
Method: DFT, ωB97M-V with the def2-TZVPD basis set

Atoms and positions in Å:
1 C 0.2085 1.6062 0.5157
2 C -0.5291 0.2707 0.4305
3 C 0.3022 -0.8310 1.0800
4 C -0.4227 -2.1719 1.2724
5 O -1.6806 -2.2568 0.6561
6 N -0.9066 -0.1119 -0.9310
7 H 0.4028 1.9054 1.5442
8 H 1.2039 1.5644 0.0430
9 H -0.3165 2.3806 -0.0236
10 H -1.4096 0.3873 1.0696
11 H 0.6797 -0.4178 2.0106
12 H 1.2170 -0.9296 0.4726
13 H -0.5792 -2.3623 2.3258
14 H 0.1866 -2.9962 0.9171
15 H -1.6955 -1.7454 -0.1587
16 H -1.3639 0.6983 -1.3633
17 H -0.0373 -0.1057 -1.4602
18 H 1.7302 1.7413 -2.0337
19 H 1.6100 1.3226 -3.4847
20 O 1.4001 2.0517 -2.8824

For the energy relative to the best compared isomer or geometry (same formula, charge and spin), the calculation gives 13.6 kcal per mole. The net charge is 0. The HOMO energy is -9.71 eV. For the LUMO energy, the calculation gives 0.6 eV.

***

Molecular formula: C4H13NO2
Method: DFT, ωB97M-V with the def2-TZVPD basis set

Atoms and positions in Å:
1 N 1.3654 1.2278 -0.7103
2 C 0.3070 0.2071 -1.4479
3 C -0.9774 0.3184 -0.6734
4 C -0.9077 1.6311 0.2812
5 C 0.5855 1.8435 0.5472
6 H 1.4555 1.9252 -1.4315
7 H 0.1569 0.3856 -2.5903
8 H 0.7474 -0.7941 -1.3204
9 H -1.9505 0.2652 -1.1902
10 H -0.9704 -0.6301 -0.0476
11 H -1.2042 2.4996 -0.4227
12 H -1.5560 1.6117 1.0394
13 H 0.7718 2.8466 0.6918
14 H 1.1141 1.2185 1.3339
15 H -1.0370 -3.8174 -0.6097
16 H -0.0388 -3.5482 0.6440
17 O -0.1610 -3.6117 -0.3349
18 H 0.2657 -1.3333 1.5001
19 H 1.4786 -0.9730 2.3651
20 O 0.5551 -1.2724 2.3761

For the energy relative to the best compared isomer or geometry (same formula, charge and spin), the calculation gives 47.9 kcal per mole. The net charge is 0. The HOMO energy is -9.20 eV. For the LUMO energy, the calculation gives 0.8 eV.

***

Molecular formula: C4H13NO2
Method: DFT, ωB97M-V with the def2-TZVPD basis set

Atoms and positions in Å:
1 C -1.4508 0.3138 1.4837
2 N -0.5494 0.0374 0.3492
3 C -0.6660 -1.3405 -0.1068
4 C -0.5367 0.9734 -0.7541
5 C 0.8478 0.9472 -1.3595
6 O 0.9523 1.6242 -2.6479
7 H -1.1839 -0.4292 2.2313
8 H -2.4877 0.3353 1.1717
9 H -1.0893 1.2446 1.9309
10 H -1.2743 -1.4369 -1.0228
11 H 0.2864 -1.7625 -0.4237
12 H -1.0443 -2.0471 0.6293
13 H -1.1913 0.6304 -1.5826
14 H -0.7769 1.9480 -0.3368
15 H 1.5328 1.4711 -0.6983
16 H 1.2043 -0.0366 -1.6456
17 H 0.2317 1.3069 -3.1723
18 H 2.0449 -0.7842 2.4343
19 H 3.0487 -1.4951 1.7306
20 O 2.1017 -1.5002 1.7894

For the energy relative to the best compared isomer or geometry (same formula, charge and spin), the calculation gives 37.5 kcal per mole. The net charge is 0. The HOMO energy is -8.33 eV. For the LUMO energy, the calculation gives 0.8 eV.

***

Molecular formula: C4H13NO2
Method: DFT, ωB97M-V with the def2-TZVPD basis set

Atoms and positions in Å:
1 N 0.3440 0.7528 1.9564
2 C 1.4742 0.5673 1.0573
3 C 0.7370 -1.4863 -2.1886
4 C 1.1828 -1.1793 -0.7680
5 C 1.0861 0.0519 -0.2885
6 H -0.5527 0.7493 1.5025
7 H 0.3137 -0.0300 2.6007
8 H 2.1919 -0.1190 1.5242
9 H 2.0901 1.4732 0.9618
10 H -0.1174 -0.9193 -2.5660
11 H 1.5147 -1.2323 -2.9131
12 H 0.5109 -2.5481 -2.2785
13 H 1.6452 -2.0394 -0.3012
14 H 0.5069 0.7930 -0.8447
15 H -1.9726 1.7979 -0.7038
16 H -1.8502 2.6131 0.5387
17 O -1.8417 2.7248 -0.4209
18 H -1.8329 -1.0818 0.7275
19 H -3.0739 -0.6122 1.4661
20 O -2.3561 -0.2755 0.9379

For the energy relative to the best compared isomer or geometry (same formula, charge and spin), the calculation gives 27.4 kcal per mole. The net charge is 0. The HOMO energy is -8.97 eV. For the LUMO energy, the calculation gives 0.4 eV.